[1]
Below is AsF6H22O11 as an isolated structure at a distorted geometry, with properties calculated with wB97M-V/def2-TZVPD.

Values from the calculation:
- E (eV) = -100030.3811
- net charge = -1
- HOMO (eV) = -8.06
- ΔE to the lowest compared entry with this formula, charge and spin (kJ/mol) = 100.4

Each line ends with the Löwdin charge.
Element x y z (Å)
As1 -3.8548 28.1775 -4.3245  0.8497
F1 -4.0607 29.4802 -3.2016  -0.2207
F2 -3.6194 29.3567 -5.6151  -0.2544
F3 -3.7898 26.8486 -5.4612  -0.2360
F4 -5.5978 28.2130 -4.5854  -0.2365
F5 -3.9227 27.0819 -2.9698  -0.2285
F6 -2.0940 28.2172 -4.1117  -0.2533
O1 -4.1042 31.5080 -1.3044  -0.0685
O2 -0.5121 27.5871 -6.4708  -0.0569
O3 -3.5053 24.7548 -7.0376  -0.0627
O4 0.2292 28.0964 -2.6475  -0.0713
O5 -2.4712 26.7646 -8.5065  -0.0845
O6 -6.6469 28.4751 -1.8086  -0.0634
O7 -1.9179 31.2213 -6.4936  -0.0746
O8 -8.8425 27.6149 -5.3775  -0.0810
O9 -4.6231 29.9925 -8.1815  -0.0595
O10 -6.4778 26.6282 -6.7650  -0.0525
O11 -2.7689 26.4131 -0.5734  -0.0710
H1 -5.0247 29.7493 -7.3390  0.0146
H2 -2.7694 30.8700 -6.1758  0.0005
H3 -3.4534 25.2949 -6.2236  0.0288
H4 -6.2869 28.5282 -2.7026  -0.0233
H5 -4.2572 24.1715 -6.8995  0.0549
H6 -3.1822 26.4569 -1.4527  -0.0071
H7 -7.9583 27.2975 -5.6291  -0.0165
H8 -2.3674 25.5403 -0.5331  0.0236
H9 -1.6707 30.6231 -7.2035  0.0166
H10 -8.6753 28.3662 -4.7992  0.0222
H11 -5.6634 27.1336 -6.6528  0.0102
H12 -4.8289 30.9272 -8.2866  0.0382
H13 0.6007 27.3783 -3.1689  0.0258
H14 -0.4338 28.2158 -7.1952  0.0315
H15 -3.7392 31.1851 -2.1346  0.0020
H16 -3.5847 31.0666 -0.6255  0.0322
H17 -6.3721 26.1792 -7.6100  0.0551
H18 -2.6932 26.0419 -7.8853  -0.0196
H19 -0.6198 28.2965 -3.0784  -0.0055
H20 -7.0081 27.5852 -1.7475  0.0322
H21 -0.5278 28.1297 -5.6710  0.0154
H22 -2.4162 27.5441 -7.9468  -0.0060

---

[2]
Below is a 14-piece molecular cluster, C4H37NO15 overall at a distorted geometry, with properties calculated with wB97M-V/def2-TZVPD.

Values from the calculation:
- E (eV) = -36951.8882
- HOMO (eV) = -9.46
- ΔE to the lowest compared entry with this formula, charge and spin (kJ/mol) = 327.1

Each line ends with the Löwdin charge.
Element x y z (Å)
O1 -1.4747 -0.6527 -1.0167  -0.0461
O2 -1.1364 3.0980 1.6676  -0.0829
O3 -2.5647 -3.2723 -2.6997  -0.0662
O4 -0.3800 -2.2088 -3.7001  -0.0531
O5 -1.4297 -1.8114 2.0903  -0.0615
O6 0.0320 -2.9867 0.1317  -0.0529
O7 1.9078 4.6185 -0.8687  -0.0158
O8 -4.0924 -1.2805 2.1039  -0.0718
O9 0.5311 -0.3413 2.4817  -0.0897
O10 2.0411 -1.5775 0.5474  -0.1260
O11 -0.7237 0.9544 -2.9428  -0.0717
O12 -3.2115 -2.7985 -0.1356  -0.0353
O13 -3.3308 1.0561 1.0898  -0.0595
O14 3.6853 2.0563 1.4815  -0.0443
O15 1.0120 2.1785 3.1093  -0.0912
N1 1.8720 2.2453 -1.0496  -0.0452
C1 1.3500 3.4443 -0.3724  -0.3230
C2 1.9114 -0.2106 -1.3537  -0.1516
C3 1.3528 0.9847 -0.5517  -0.2396
C4 2.8797 -1.0228 -0.5262  -0.1545
H1 3.6038 -0.3602 -0.0449  0.1132
H2 0.0694 1.3492 -2.5717  -0.0019
H3 1.7232 -0.9021 1.1744  0.0447
H4 0.0971 -3.9178 0.2926  0.0669
H5 -4.0485 -1.5906 1.1789  0.0213
H6 0.2924 -2.1354 -4.3740  0.0505
H7 3.3344 -1.9265 -0.9410  0.1273
H8 -2.1358 -3.9515 -2.1666  0.0345
H9 -1.0399 -2.2102 1.2846  -0.0071
H10 1.7301 2.0146 2.4660  0.0065
H11 -2.2771 -2.9790 0.0887  0.0309
H12 3.8665 2.9855 1.3501  0.0512
H13 -0.3331 -0.7607 2.2013  0.0124
H14 -0.3481 -1.3264 -3.2871  0.0203
H15 -1.9658 -3.2139 -3.4588  0.0203
H16 -2.8537 1.8766 1.3177  0.0286
H17 4.3702 1.8077 2.1402  0.0810
H18 1.5512 3.2850 0.6922  0.0949
H19 1.3910 0.7945 0.5297  0.0868
H20 0.2567 3.3788 -0.4923  0.1188
H21 -2.1212 -1.3449 -1.2660  0.0598
H22 -1.0180 4.0467 1.4713  0.0578
H23 1.0728 -0.8636 -1.6646  0.0885
H24 -3.4563 -3.5269 -0.6883  0.0403
H25 2.3194 0.1281 -2.3075  0.1220
H26 -1.1689 0.5619 -2.1597  -0.0032
H27 -4.1357 -0.3081 2.1007  0.0325
H28 0.9782 -0.7275 3.2542  0.0937
H29 0.8635 -2.4835 0.2941  -0.0054
H30 1.7365 4.5133 -1.8097  0.0941
H31 -2.4042 -1.6358 2.0401  0.0267
H32 -2.6653 0.5904 0.5692  0.0169
H33 2.8812 2.2924 -0.9250  0.1050
H34 0.5317 1.3134 3.2019  0.0382
H35 0.2597 1.0893 -0.6629  0.1000
H36 -0.8597 -1.1563 -0.4794  0.0161
H37 -0.3291 2.8206 2.1655  -0.0022

---

[3]
Below is a 6-piece molecular cluster, C11H26B4Br10O5 overall, with properties calculated with wB97M-V/def2-TZVPD.

Values from the calculation:
- E (eV) = -725207.6062
- HOMO (eV) = -10.12
- ΔE to the lowest compared entry with this formula, charge and spin (kJ/mol) = 0.0

Each line ends with the Löwdin charge.
Element x y z (Å)
Br1 2.0299 -5.9114 2.1932  0.6430
Br2 -4.2138 0.3580 -4.7438  0.6160
Br3 -1.3256 -0.9391 -2.8886  0.6641
Br4 3.1271 -2.4084 -3.7498  0.6054
Br5 1.9784 -2.0636 4.9795  0.6139
Br6 -0.5002 -7.4398 4.3831  0.6138
Br7 0.2433 -1.6891 1.1763  0.6723
Br8 1.2969 -0.3167 -6.1452  0.6346
Br9 5.6593 -2.6672 4.8410  0.6166
Br10 -1.1156 1.6244 1.8851  0.7460
O1 -0.8999 3.3168 -1.3272  0.1376
O2 -0.1355 5.1146 2.7286  0.1991
O3 -3.0128 4.1678 -0.7427  0.1859
O4 -1.0299 6.8202 1.3303  0.2606
O5 0.7972 5.5128 0.5880  0.2636
C1 4.2078 -3.4790 3.8369  -0.7337
C2 -1.5247 0.7617 -3.8186  -0.6773
C3 3.1297 -2.4955 3.4746  -0.7143
C4 -1.6168 -1.1295 1.2581  -0.6693
C5 1.6157 -2.2345 -6.1861  -0.6838
C6 0.1597 -5.6124 4.3569  -0.7097
C7 1.5619 -2.8469 -4.8120  -0.7071
C8 -1.1119 5.8821 -1.0705  0.0779
C9 0.4228 -5.1211 2.9593  -0.6997
C10 -2.9107 1.3259 -3.6712  -0.7002
C11 -1.7964 0.2484 0.6831  -0.6839
B1 -1.0052 6.1766 2.5464  -0.3202
B2 -0.4092 6.1385 0.2853  -0.5504
B3 0.7024 4.7073 1.7035  -0.3908
B4 -1.6993 4.4181 -1.0465  -0.6642
H1 -0.3622 5.9499 -1.8659  0.1253
H2 -0.3876 -5.3596 2.2777  0.0524
H3 0.5850 -4.0464 2.9705  -0.0219
H4 -1.9151 -1.1815 2.3006  0.0544
H5 1.5413 -3.9317 -4.8872  0.0607
H6 -0.6107 -5.0046 4.8252  0.0607
H7 -0.6865 2.8102 -0.5453  0.0381
H8 -3.2642 1.2931 -2.6461  0.0456
H9 -2.8507 0.4720 0.5358  0.0706
H10 2.5829 -2.3707 -6.6593  0.0491
H11 -2.1770 -1.8566 0.6747  0.0616
H12 4.6588 -3.8743 2.9300  0.0525
H13 3.8269 -4.3006 4.4346  0.0345
H14 2.4754 -2.9348 2.7252  -0.0207
H15 -3.4997 4.9463 -0.5015  0.0986
H16 1.0560 -5.5958 4.9689  0.0440
H17 3.5306 -1.5573 3.1042  0.0562
H18 0.8344 -2.6542 -6.8155  0.0599
H19 -1.7616 6.4787 3.4108  0.1142
H20 -1.2661 0.3584 -0.2564  -0.0025
H21 -2.9292 2.3535 -4.0243  0.0632
H22 0.7019 -2.4985 -4.2491  -0.0181
H23 -0.7993 1.4352 -3.3719  0.0538
H24 -1.2625 0.5634 -4.8526  0.0043
H25 1.2460 3.6528 1.7445  0.1032
H26 -1.8914 6.6343 -1.2343  0.1142

---

[4]
Below is C46H59ClFGe2N4O4Pd as an isolated structure at a distorted geometry, with properties calculated with wB97M-V/def2-TZVPD.

Values from the calculation:
- 2S+1 = 3
- E (eV) = -194555.2739
- net charge = +1
- HOMO (alpha / beta) (eV) = -10.51 / -10.51
- ⟨S²⟩ = 2.007

Each line ends with the Löwdin spin population.
Element x y z (Å)
Pd1 -0.9914 -1.6962 0.2425  0.9349
Ge1 -2.7066 -3.5052 0.4481  0.1177
Ge2 -2.9407 -0.4278 -0.3541  0.2338
Cl1 4.9660 6.5405 -4.5803  0.0000
F1 4.9397 0.8874 -1.7283  0.0003
O1 0.0405 -5.1074 1.2164  0.0247
O2 -0.0395 -2.9013 1.6728  0.1382
O3 0.8206 -2.0078 -1.0588  0.1260
O4 0.6536 4.9968 -0.6747  0.0000
N1 -0.1872 2.2130 -0.5356  0.0027
N2 4.0304 -4.2107 0.0604  0.0051
N3 0.3629 0.4300 0.7239  0.0133
N4 -0.0786 2.5742 0.7482  0.0087
C1 4.4152 5.7495 -3.1417  0.0000
C2 -2.7290 -4.0638 2.3764  0.0210
C3 -5.6885 -3.6703 0.0332  0.0028
C4 0.4592 -3.9655 1.1051  0.0100
C5 3.0092 3.8351 0.4430  0.0000
C6 -1.9247 -4.3900 -1.2062  0.0381
C7 3.5102 4.4898 -0.8260  0.0000
C8 3.1129 4.0450 -2.0826  0.0000
C9 0.1017 0.9301 -0.5230  0.0139
C10 -4.5373 -1.5319 -0.4783  0.0451
C11 -2.8603 0.7273 -1.9972  0.0558
C12 4.2708 -2.9308 -0.4115  0.0004
C13 1.0233 7.5646 0.7026  0.0000
C14 -4.5058 -2.7953 -0.0501  0.0233
C15 4.6971 -0.3605 -1.3132  0.0005
C16 5.5151 -5.6380 -1.2711  0.0003
C17 -5.5364 -5.0572 -0.0150  0.0019
C18 3.5595 4.6630 -3.2382  0.0000
C19 -0.3043 3.9359 1.2219  0.0008
C20 6.3124 -4.4583 0.8375  0.0001
C21 0.1064 6.5095 2.7572  0.0000
C22 -3.1646 0.5696 1.3848  0.0657
C23 1.8183 -2.5750 -0.5290  0.0062
C24 4.8320 6.2093 -1.9036  0.0000
C25 0.6825 5.0366 0.7348  0.0004
C26 -3.9908 1.8446 1.2172  0.0226
C27 1.7262 -3.7067 0.3365  0.0059
C28 5.7766 -1.1342 -0.9017  -0.0009
C29 6.7549 -3.2387 0.0344  0.0002
C30 4.3788 5.5748 -0.7564  0.0000
C31 3.1827 -2.1174 -0.7781  0.0069
C32 5.5832 -2.4230 -0.4578  0.0007
C33 -7.9074 -5.3693 0.1472  -0.0002
C34 5.1535 -5.1566 0.1326  0.0003
C35 -4.2528 1.2254 -2.3796  0.0179
C36 -1.2858 6.6588 0.6815  0.0001
C37 -6.9784 -3.1509 0.1663  0.0011
C38 -4.0158 -4.7252 2.8589  0.0047
C39 0.1328 6.4251 1.2281  0.0000
C40 2.8070 -4.5244 0.4992  0.0018
C41 0.2505 1.5020 1.4837  -0.0014
C42 -6.6323 -5.9009 0.0287  0.0002
C43 2.1029 4.7544 1.2920  0.0000
C44 3.4104 -0.8245 -1.2630  -0.0005
C45 -2.9673 -4.8275 -2.2301  0.0070
C46 -8.0751 -3.9932 0.2249  0.0003
H1 4.7153 5.9305 0.2115  0.0000
H2 0.1546 0.3474 -1.4289  0.0027
H3 -1.3499 6.3748 -0.3684  0.0000
H4 -1.5387 7.7163 0.7611  0.0000
H5 -2.1758 1.5544 -1.8367  0.0008
H6 2.6424 5.6936 1.4058  0.0000
H7 -6.4953 -6.9731 -0.0261  0.0000
H8 4.8199 -6.0073 0.7265  0.0000
H9 -2.0420 6.1074 1.2434  0.0000
H10 3.8756 3.5910 1.0633  0.0000
H11 2.5792 -0.1994 -1.5550  0.0001
H12 1.9993 4.3290 2.2936  0.0000
H13 2.6841 -5.4832 0.9887  0.0002
H14 -4.1779 1.8670 -3.2586  0.0050
H15 -4.1179 -5.7373 2.4688  0.0001
H16 -0.2438 7.4992 3.0541  0.0000
H17 -4.7065 1.8054 -1.5753  0.0002
H18 -2.4619 -5.0937 -3.1595  0.0013
H19 5.7263 -4.7978 -1.9317  0.0000
H20 7.3622 -3.5486 -0.8199  0.0000
H21 -4.5346 -5.4700 -0.0872  0.0016
H22 5.5046 7.0536 -1.8378  0.0000
H23 6.3960 -6.2786 -1.2302  0.0000
H24 -2.1853 0.7989 1.8035  0.0016
H25 -4.9045 -4.1596 2.5794  0.0006
H26 3.2405 4.3095 -4.2095  0.0000
H27 0.4033 1.5256 2.5508  -0.0002
H28 -1.3094 4.2218 0.9190  0.0003
H29 -3.9876 -4.7845 3.9481  0.0010
H30 -1.3045 -5.2171 -0.8731  0.0033
H31 -4.9906 1.6146 0.8454  0.0002
H32 2.4138 3.2221 -2.1574  0.0000
H33 -9.0667 -3.5737 0.3347  0.0000
H34 2.0185 7.5528 1.1460  0.0000
H35 1.1006 6.3693 3.1849  0.0000
H36 -3.5215 2.5369 0.5152  0.0004
H37 -2.4460 0.1136 -2.8008  0.0006
H38 -3.6838 -4.0333 -2.4477  0.0008
H39 -0.2535 3.8782 2.3061  0.0000
H40 1.2818 5.6422 -1.0176  0.0000
H41 -1.8637 -4.7019 2.5126  0.0017
H42 -3.6564 -0.1227 2.0701  0.0003
H43 -5.4612 -1.0882 -0.8468  0.0053
H44 -7.1196 -2.0806 0.2455  0.0004
H45 -1.2680 -3.6319 -1.6417  0.0057
H46 4.6957 -6.2120 -1.7032  0.0000
H47 -2.5475 -3.1330 2.9183  0.0016
H48 6.7677 -0.6980 -0.9064  -0.0001
H49 2.5123 2.8968 0.1964  0.0000
H50 -0.5709 5.7756 3.1985  0.0000
H51 -4.9234 0.4016 -2.6260  0.0006
H52 7.1434 -5.1524 0.9580  0.0000
H53 1.1234 7.5475 -0.3844  0.0000
H54 -8.7671 -6.0246 0.1884  0.0000
H55 -3.5216 -5.7006 -1.8892  0.0001
H56 -4.1008 2.3533 2.1762  0.0053
H57 7.3876 -2.5989 0.6504  0.0000
H58 5.9849 -4.1525 1.8335  0.0000
H59 0.5662 8.5181 0.9661  0.0000